{"formula": "H6O3", "method": "ωB97M-V/def2-TZVPD", "gap_ha": 0.4422, "homo_ev": -11.3, "total_charge": 0, "smiles": "O.O.O", "elements": ["O", "H", "H", "O", "H", "H", "O", "H", "H"], "coordinates": [[0.467, 0.056, 1.270], [0.947, 0.768, 1.692], [1.000, -0.174, 0.508], [-3.719, 1.209, 2.054], [-2.873, 0.775, 1.942], [-3.731, 1.890, 1.382], [2.442, -1.251, -2.728], [2.082, -1.845, -3.387], [3.383, -1.427, -2.734]]}

{"formula": "H6O3", "method": "ωB97M-V/def2-TZVPD", "gap_ha": 0.4369, "homo_ev": -11.3, "total_charge": 0, "smiles": "O.O.O", "elements": ["H", "H", "H", "H", "H", "H", "O", "O", "O"], "coordinates": [[0.458, 0.093, -0.302], [1.132, -1.263, 0.228], [1.613, -1.775, -2.915], [0.125, -2.389, -3.173], [-0.740, 2.338, 2.929], [-2.058, 2.810, 2.494], [0.483, -0.586, 0.423], [0.595, -1.621, -2.919], [-1.609, 2.394, 3.235]]}

{"formula": "H6O3", "method": "ωB97M-V/def2-TZVPD", "gap_ha": 0.4017, "homo_ev": -10.6, "total_charge": 0, "smiles": "O.O.O", "elements": ["O", "H", "H", "O", "H", "H", "O", "H", "H"], "coordinates": [[-2.501, 0.720, 1.271], [-1.777, 1.143, 1.741], [-2.105, 0.427, 0.426], [-0.677, -0.439, -0.672], [-0.560, 0.171, -1.409], [0.227, -0.586, -0.324], [2.155, -0.696, -0.245], [2.515, -0.557, -1.130], [2.724, -0.183, 0.342]]}

{"formula": "H6O3", "method": "ωB97M-V/def2-TZVPD", "gap_ha": 0.4438, "homo_ev": -11.4, "total_charge": 0, "smiles": "O.O.O", "elements": ["O", "H", "H", "O", "H", "H", "O", "H", "H"], "coordinates": [[-18.238, 15.136, -4.932], [-18.748, 15.775, -5.429], [-18.700, 14.308, -5.061], [-19.431, 18.475, -7.975], [-18.570, 18.612, -8.369], [-20.015, 18.331, -8.720], [-14.116, 16.907, -2.738], [-14.677, 16.415, -3.338], [-14.041, 17.774, -3.137]]}

{"formula": "H6O3PSi", "method": "ωB97M-V/def2-TZVPD", "gap_ha": 0.2992, "homo_ev": -14.0, "total_charge": 1, "elements": ["O", "O", "O", "Si", "P", "H", "H", "H", "H", "H", "H"], "coordinates": [[-1.376, -0.740, -0.514], [1.073, -1.402, 0.067], [1.028, 0.906, -0.542], [-1.853, 0.632, 0.002], [1.794, 0.023, 0.527], [-0.419, -1.068, -0.378], [1.618, -2.213, -0.164], [1.615, 1.044, -1.262], [0.876, 0.327, 1.526], [-3.118, 0.475, 0.778], [-1.238, 2.016, -0.039]]}

{"formula": "H6OSi2", "method": "ωB97M-V/def2-TZVPD", "gap_ha": 0.4204, "homo_ev": -10.7, "total_charge": 0, "smiles": "[SiH3]O[SiH3]", "elements": ["O", "Si", "Si", "H", "H", "H", "H", "H", "H"], "coordinates": [[-0.103, 0.350, -0.349], [-0.326, 0.660, 1.214], [0.391, -0.797, -1.397], [-0.915, 2.008, 1.327], [-1.319, -0.151, 1.775], [0.836, 0.935, 2.183], [-0.761, -1.320, -2.040], [1.072, -1.777, -0.484], [1.125, 0.092, -2.228]]}

{"formula": "H6SSi2", "method": "ωB97M-V/def2-TZVPD", "gap_ha": [0.2004, 0.2750], "homo_ev": [-4.8, -11.0], "multiplicity": 3, "s2": 2.005, "total_charge": 0, "elements": ["Si", "Si", "S", "H", "H", "H", "H", "H", "H"], "coordinates": [[1.812, -0.553, 0.880], [-1.843, -0.329, -0.243], [0.387, -1.142, -0.684], [2.840, 0.349, 0.364], [1.224, -0.011, 2.014], [2.580, -1.789, 1.369], [-2.458, -0.845, -1.517], [-1.922, 1.074, -0.051], [-2.221, -1.154, 0.882]]}

{"formula": "H7O3", "method": "ωB97M-V/def2-TZVPD", "gap_ha": 0.4147, "homo_ev": -15.4, "total_charge": 1, "elements": ["O", "H", "H", "O", "H", "H", "O", "H", "H", "H"], "coordinates": [[-1.495, -1.682, -0.351], [-1.947, -2.142, -1.137], [-1.565, -2.288, 0.471], [1.840, 1.246, 1.282], [2.448, 1.362, 0.473], [2.186, 1.874, 1.872], [-0.328, 0.422, -0.750], [0.005, 0.950, -1.490], [-0.186, 0.942, 0.045], [-0.961, -0.684, -0.414]]}

{"formula": "H7O4", "method": "ωB97M-V/def2-TZVPD", "gap_ha": 0.3559, "homo_ev": -5.0, "total_charge": -1, "elements": ["O", "H", "O", "H", "H", "O", "H", "H", "O", "H", "H"], "coordinates": [[0.117, -0.530, -0.616], [0.072, -1.177, -1.266], [-2.548, 0.077, -0.048], [-1.626, -0.345, -0.347], [-2.493, 0.811, -0.599], [0.490, 1.946, -0.266], [0.066, 2.012, 0.586], [0.168, 0.991, -0.590], [1.996, -1.596, 1.282], [1.207, -1.290, 0.705], [2.551, -0.900, 1.159]]}

{"formula": "H7O4", "method": "ωB97M-V/def2-TZVPD", "gap_ha": 0.3194, "homo_ev": -4.7, "total_charge": -1, "elements": ["O", "H", "O", "H", "H", "O", "H", "H", "O", "H", "H"], "coordinates": [[0.735, -0.200, -0.549], [0.411, 0.191, -1.416], [-1.043, -0.341, 1.485], [-1.751, -0.148, 0.942], [-0.336, -0.278, 0.745], [-1.307, 1.708, -1.640], [-0.755, 1.209, -0.989], [-2.049, 1.070, -1.611], [2.159, -1.547, 1.106], [1.399, -1.012, 0.562], [2.538, -0.652, 1.365]]}

{"formula": "H80O40", "method": "ωB97M-V/def2-TZVPD", "gap_ha": 0.3685, "homo_ev": -10.5, "total_charge": 0, "elements": ["H", "H", "O", "H", "H", "O", "H", "H", "O", "H", "H", "O", "H", "H", "O", "H", "O", "H", "O", "H", "H", "O", "H", "H", "O", "H", "H", "O", "H", "H", "O", "H", "O", "H", "H", "O", "H", "H", "O", "H", "H", "O", "H", "H", "O", "H", "H", "O", "H", "H", "O", "H", "O", "H", "H", "O", "H", "O", "H", "H", "O", "H", "H", "O", "H", "H", "O", "H", "H", "O", "H", "H", "O", "H", "H", "O", "H", "H", "O", "H", "H", "O", "H", "H", "O", "H", "H", "O", "H", "O", "H", "H", "O", "H", "H", "H", "H", "H", "H", "O", "H", "H", "O", "H", "H", "O", "H", "H", "O", "H", "H", "O", "H", "H", "O", "H", "H", "O", "H", "H"], "coordinates": [[-1.135, -4.028, 5.096], [-1.206, -2.950, 3.861], [-1.786, -3.500, 4.495], [-3.357, 2.985, -2.517], [-4.270, 2.245, -1.716], [-3.868, 3.120, -1.749], [-0.783, -5.904, -0.530], [-1.489, -4.567, -0.109], [-1.541, -5.536, -0.090], [2.021, -0.198, 1.612], [1.938, 1.199, 1.062], [1.920, 0.699, 1.906], [0.243, -5.696, 1.290], [-0.805, -5.940, 2.345], [-0.002, -5.599, 2.223], [-3.192, 0.301, 1.715], [-3.498, 0.495, 0.843], [-0.346, -1.564, -6.151], [-0.149, -0.844, -5.587], [-4.107, -0.164, -1.189], [-2.784, 0.273, -1.567], [-3.604, 0.510, -1.768], [-4.445, -2.431, 2.673], [-4.535, -1.072, 2.220], [-5.116, -1.733, 2.544], [-2.132, -1.664, -5.051], [-2.497, -3.120, -4.602], [-2.236, -2.076, -4.276], [-3.428, 4.577, 0.706], [-3.834, 3.024, 0.337], [-3.836, 3.730, 1.011], [0.680, -3.219, -0.703], [0.965, -3.988, -0.119], [1.165, -1.103, -0.766], [-0.035, -0.991, 0.282], [0.825, -1.039, 0.108], [-3.602, -4.394, 2.605], [-2.834, -3.164, 3.153], [-3.249, -3.528, 2.370], [-1.581, -2.529, 0.330], [-1.776, -2.449, -1.385], [-1.265, -2.677, -0.508], [-0.986, 5.262, 1.692], [-0.935, 6.232, 0.334], [-1.575, 5.842, 1.038], [1.672, -0.561, 5.101], [1.887, 0.327, 3.903], [1.416, -0.632, 4.124], [1.780, 2.669, 0.699], [3.002, 2.496, -0.364], [2.122, 2.282, -0.102], [5.636, 3.177, 0.485], [5.377, 2.472, -0.138], [3.577, 4.061, -3.445], [3.575, 5.137, -2.460], [2.933, 4.671, -3.032], [0.746, -3.659, 2.326], [1.100, -3.002, 2.972], [3.887, -1.485, -4.715], [3.451, -0.082, -5.141], [4.172, -0.792, -5.272], [2.889, 1.597, -3.700], [4.024, 1.976, -4.921], [3.759, 1.975, -4.089], [1.332, -0.050, -5.174], [1.466, 1.281, -4.442], [1.650, 0.836, -5.307], [-2.169, -4.550, -1.968], [-2.711, -5.556, -3.001], [-2.118, -5.068, -2.680], [5.299, 1.653, 3.687], [3.941, 1.515, 3.009], [4.678, 2.036, 3.127], [4.234, 0.084, -1.946], [3.794, -0.035, -3.308], [3.648, -0.441, -2.444], [0.772, 2.742, 2.629], [0.583, 4.172, 2.936], [0.199, 3.425, 2.383], [2.649, 5.133, 0.426], [1.473, 5.943, 0.855], [2.134, 5.338, 1.179], [-2.358, 0.347, 3.824], [-3.625, -1.060, 3.815], [-3.082, -0.385, 3.321], [-1.576, -0.972, 2.211], [-0.123, -1.609, 2.472], [-0.821, -1.539, 1.975], [2.691, -5.163, -2.265], [2.723, -4.288, -2.131], [-4.021, 5.319, -2.144], [-3.326, 5.229, -0.683], [-3.375, 5.789, -1.537], [5.777, 1.801, 0.517], [-3.867, 1.356, 0.693], [1.569, -2.214, 2.620], [-0.556, -0.805, -4.810], [0.256, -3.675, 0.449], [2.700, -4.304, -1.118], [-0.805, 1.870, -2.877], [-0.189, 2.573, -2.692], [-1.384, 1.798, -2.025], [-1.410, 2.043, 3.977], [-1.071, 2.766, 3.557], [-1.071, 1.944, 4.912], [3.418, 4.152, 4.089], [4.070, 3.664, 4.219], [3.299, 4.525, 3.231], [-0.452, 6.532, -1.975], [0.177, 5.970, -2.303], [-1.250, 6.210, -2.243], [-4.767, -2.467, -0.066], [-4.280, -3.172, 0.524], [-5.304, -1.940, 0.631], [3.755, -2.239, 3.480], [3.727, -2.061, 2.485], [2.930, -2.734, 3.730], [0.780, -6.134, -2.430], [0.235, -5.406, -1.836], [0.813, -5.633, -3.259]]}

{"formula": "H80O40", "method": "ωB97M-V/def2-TZVPD", "gap_ha": 0.3521, "homo_ev": -10.1, "total_charge": 0, "elements": ["H", "H", "O", "H", "H", "O", "H", "H", "O", "H", "H", "O", "H", "H", "O", "H", "O", "H", "O", "H", "H", "O", "H", "H", "O", "H", "H", "O", "H", "H", "O", "H", "O", "H", "H", "O", "H", "H", "O", "H", "H", "O", "H", "H", "O", "H", "H", "O", "H", "H", "O", "H", "O", "H", "H", "O", "H", "O", "H", "H", "O", "H", "H", "O", "H", "H", "O", "H", "H", "O", "H", "H", "O", "H", "H", "O", "H", "H", "O", "H", "H", "O", "H", "H", "O", "H", "H", "O", "H", "O", "H", "H", "O", "H", "H", "H", "H", "H", "H", "O", "H", "H", "O", "H", "H", "O", "H", "H", "O", "H", "H", "O", "H", "H", "O", "H", "H", "O", "H", "H"], "coordinates": [[3.494, -0.771, -3.011], [2.720, -2.139, -2.484], [3.008, -1.207, -2.305], [-5.755, -2.088, 2.095], [-5.084, -2.326, 0.804], [-5.739, -1.707, 1.199], [1.068, 1.688, -2.514], [1.069, 2.654, -1.443], [1.177, 2.656, -2.425], [4.330, -1.080, -0.877], [4.387, -2.230, 0.072], [4.587, -1.307, 0.008], [-0.675, -4.920, 1.302], [-0.806, -6.175, 1.896], [-0.127, -5.681, 1.409], [2.565, 1.205, 3.416], [2.950, 1.991, 3.765], [1.128, -6.363, -0.012], [1.358, -6.097, -0.897], [2.679, -4.223, -2.539], [1.688, -3.464, -3.398], [1.817, -3.807, -2.482], [-1.030, -2.182, 5.436], [0.404, -2.680, 5.888], [-0.409, -2.262, 6.162], [4.736, -4.177, 0.014], [3.319, -3.806, 0.316], [3.836, -4.417, -0.261], [-4.375, 1.194, 0.332], [-5.169, -0.204, 0.770], [-4.746, 0.681, 1.045], [-3.780, -1.287, 3.147], [-4.307, -0.840, 3.805], [-0.935, -2.834, 3.646], [-1.517, -4.269, 3.301], [-0.788, -3.648, 3.156], [-5.400, 2.615, 2.021], [-4.594, 1.541, 2.688], [-4.793, 2.500, 2.761], [-0.901, 2.132, -6.208], [-1.156, 2.687, -4.803], [-0.597, 2.047, -5.303], [-4.548, 1.178, -2.689], [-3.086, 0.887, -2.592], [-3.698, 1.527, -2.977], [-4.492, -0.614, -4.750], [-3.010, 0.053, -5.040], [-3.592, -0.739, -5.034], [-2.071, -1.977, -2.228], [-0.533, -2.435, -2.269], [-1.259, -2.090, -1.734], [1.998, 2.916, -4.615], [2.880, 2.597, -4.745], [-1.785, 4.997, -3.650], [-0.479, 4.286, -4.114], [-1.445, 4.254, -4.174], [-1.645, -3.574, 0.802], [-2.260, -3.906, 0.120], [5.640, 1.054, -1.246], [6.242, 0.435, -2.541], [5.562, 0.336, -1.867], [-4.249, -4.159, -0.337], [-4.902, -3.916, -1.699], [-4.453, -3.475, -0.976], [-0.401, 0.416, -4.482], [0.077, -0.975, -4.015], [-0.283, -0.141, -3.731], [-1.199, 1.118, 5.146], [-2.466, 1.080, 6.040], [-2.147, 0.923, 5.130], [0.619, 5.198, 3.820], [1.544, 3.889, 3.936], [0.709, 4.265, 3.653], [1.321, -2.542, 0.988], [1.956, -3.145, 2.136], [2.219, -2.822, 1.240], [1.347, 5.667, 0.619], [-0.001, 5.241, 0.986], [0.859, 5.465, 1.413], [0.558, 0.030, 6.113], [1.579, 0.795, 5.442], [1.400, 0.512, 6.329], [-1.916, 4.408, 2.307], [-1.891, 3.644, 1.038], [-1.621, 4.487, 1.389], [-3.356, 3.969, -0.485], [-3.913, 2.996, -1.479], [-3.905, 3.172, -0.528], [3.372, -0.019, 1.072], [2.919, -0.424, 1.821], [0.651, 1.998, 0.121], [0.312, 3.232, 0.966], [0.259, 2.867, 0.064], [2.969, 2.152, -3.886], [2.758, 2.709, 3.215], [-2.065, -3.380, -0.672], [0.979, -5.219, -1.099], [-4.328, 0.110, 3.618], [2.853, -1.306, 1.371], [-1.609, -0.395, 1.739], [-2.278, 0.002, 1.255], [-0.859, -0.624, 1.198], [-0.916, 4.989, -1.786], [-0.720, 4.046, -1.963], [-0.851, 4.923, -0.824], [1.672, -2.433, -5.234], [0.756, -2.211, -5.239], [2.382, -1.756, -5.134], [1.103, 1.426, 1.967], [1.933, 0.894, 2.052], [0.748, 1.260, 2.854], [3.338, -3.256, 4.516], [2.971, -2.779, 5.280], [4.046, -2.733, 4.164], [5.034, 3.721, -0.369], [4.700, 4.326, -1.004], [4.942, 4.053, 0.517], [2.139, 0.109, -5.429], [2.771, 0.785, -5.086], [1.692, 0.785, -5.960]]}

Relative energy (zero: lowest compared OMol25 entry of this formula, charge and spin) list, top to bottom, in kcal/mol: 12.8; 20.3; 7.2; 13.6; 40.1; 8.7; 12.6; 24.7; 11.6; 28.2; 372.7; 186.8